Version i
Below is C21H26N2O3 in the gas phase, with properties calculated with ωB97M-V/def2-TZVPD.

Last column: natural (NBO) charge in e.
Cartesian coordinates (Å):
C (-6.108, -0.065, -2.430)  -0.64
C (-6.217, -0.269, -0.921)  -0.06
O (-5.039, -0.803, -0.355)  -0.48
C (-3.965, 0.001, -0.142)  0.26
C (-3.913, 1.367, -0.361)  -0.29
C (-2.762, 2.089, -0.079)  -0.18
C (-1.638, 1.447, 0.404)  -0.14
C (-0.428, 2.245, 0.769)  0.68
O (-0.476, 3.121, 1.615)  -0.62
N (0.720, 1.949, 0.113)  -0.44
C (0.895, 0.993, -0.949)  -0.22
C (1.921, -0.074, -0.539)  -0.22
N (3.158, 0.582, -0.185)  -0.47
C (4.366, -0.105, -0.284)  0.27
C (5.568, 0.609, -0.248)  -0.27
C (6.780, -0.033, -0.392)  -0.19
C (6.833, -1.403, -0.589)  -0.25
C (5.651, -2.120, -0.636)  -0.19
C (4.432, -1.486, -0.482)  -0.30
C (2.968, 1.524, 0.902)  -0.22
C (1.960, 2.594, 0.484)  -0.23
C (-1.680, 0.072, 0.642)  -0.31
C (-2.824, -0.658, 0.379)  0.33
O (-2.966, -2.001, 0.550)  -0.50
C (-1.952, -2.736, 1.200)  -0.06
C (-1.931, -2.511, 2.709)  -0.64
H (-7.058, 0.287, -2.822)  0.21
H (-5.335, 0.661, -2.671)  0.21
H (-5.855, -1.007, -2.909)  0.22
H (-6.982, -1.020, -0.706)  0.19
H (-6.502, 0.665, -0.420)  0.17
H (-4.772, 1.896, -0.742)  0.22
H (-2.741, 3.155, -0.239)  0.22
H (-0.058, 0.529, -1.203)  0.23
H (1.280, 1.519, -1.832)  0.20
H (2.093, -0.734, -1.390)  0.22
H (1.517, -0.666, 0.300)  0.17
H (5.550, 1.682, -0.124)  0.21
H (7.693, 0.544, -0.361)  0.21
H (7.782, -1.903, -0.704)  0.21
H (5.674, -3.191, -0.784)  0.21
H (3.532, -2.080, -0.502)  0.21
H (3.916, 1.987, 1.166)  0.22
H (2.579, 1.003, 1.794)  0.18
H (1.750, 3.278, 1.308)  0.25
H (2.349, 3.156, -0.372)  0.19
H (-0.806, -0.407, 1.055)  0.22
H (-2.201, -3.780, 0.986)  0.20
H (-0.970, -2.522, 0.758)  0.16
H (-1.717, -1.472, 2.947)  0.21
H (-2.900, -2.765, 3.130)  0.22
H (-1.172, -3.142, 3.164)  0.21

Computed properties:
SMILES ... CCOc1ccc(C(=O)N2CCN(c3ccccc3)CC2)cc1OCC
Total charge ... 0
HOMO energy ... -7.97 eV
Gap between HOMO and LUMO ... 8.6377 eV

Version ii
Below is C21H26N2O3 in the gas phase, with properties calculated with ωB97M-V/def2-TZVPD.

Last column: natural (NBO) charge in e.
Cartesian coordinates (Å):
C (-1.334, -3.663, -0.564)  -0.61
C (-0.953, -2.189, -0.621)  -0.13
C (0.058, -1.877, 0.506)  0.68
O (-0.180, -2.176, 1.660)  -0.63
N (1.196, -1.266, 0.144)  -0.44
C (1.613, -0.801, -1.167)  -0.24
C (2.946, -0.090, -0.890)  -0.03
C (3.847, -0.086, -2.119)  -0.60
C (3.491, -0.930, 0.267)  -0.41
C (2.241, -1.012, 1.130)  -0.04
C (2.027, 0.319, 1.853)  -0.40
C (1.905, 1.526, 0.900)  -0.05
C (0.429, 1.774, 0.565)  -0.61
C (2.418, 2.776, 1.629)  -0.59
C (2.744, 1.347, -0.388)  -0.40
N (-2.102, -1.310, -0.455)  -0.47
C (-3.158, -1.473, 0.443)  0.69
O (-3.367, -2.423, 1.145)  -0.52
C (-3.981, -0.242, 0.296)  -0.14
C (-5.139, 0.139, 0.939)  -0.16
C (-5.699, 1.363, 0.585)  -0.19
C (-5.116, 2.168, -0.382)  -0.19
C (-3.949, 1.779, -1.033)  -0.19
C (-3.395, 0.567, -0.679)  -0.07
C (-2.180, -0.122, -1.164)  0.68
O (-1.386, 0.231, -2.005)  -0.58
H (-1.647, -3.922, 0.443)  0.26
H (-0.471, -4.266, -0.835)  0.21
H (-2.146, -3.872, -1.257)  0.21
H (-0.533, -1.941, -1.600)  0.23
H (0.878, -0.137, -1.624)  0.24
H (1.781, -1.654, -1.837)  0.19
H (4.801, 0.384, -1.890)  0.21
H (3.379, 0.465, -2.932)  0.21
H (4.040, -1.101, -2.458)  0.21
H (4.324, -0.456, 0.780)  0.21
H (3.800, -1.918, -0.078)  0.21
H (2.245, -1.828, 1.858)  0.23
H (1.127, 0.248, 2.464)  0.23
H (2.874, 0.463, 2.527)  0.21
H (0.328, 2.605, -0.130)  0.21
H (-0.037, 0.902, 0.123)  0.21
H (-0.122, 2.022, 1.471)  0.21
H (3.466, 2.669, 1.900)  0.20
H (1.847, 2.945, 2.539)  0.21
H (2.317, 3.654, 0.993)  0.20
H (2.289, 1.939, -1.185)  0.21
H (3.740, 1.759, -0.209)  0.21
H (-5.586, -0.492, 1.690)  0.23
H (-6.605, 1.693, 1.073)  0.22
H (-5.575, 3.112, -0.634)  0.22
H (-3.490, 2.398, -1.788)  0.23

Computed properties:
SMILES ... C[C@H](C(=O)N1C[C@]2(C)C[C@H]1CC(C)(C)C2)N1C(=O)c2ccccc2C1=O
Total charge ... 0
HOMO energy ... -9.08 eV
Gap between HOMO and LUMO ... 8.7578 eV

Energies, relative to the best one, in kcal/mol: version i 60.6; version ii 0.0.

Version i
Below is a 4-piece molecular cluster, CH11N3O3 overall, with properties calculated with ωB97M-V/def2-TZVPD.

Last column: natural (NBO) charge in e.
Cartesian coordinates (Å):
N (0.003, -0.923, -0.183)  -0.91
C (0.525, -0.457, 0.959)  0.63
N (-0.265, 0.225, 1.847)  -0.83
N (1.839, -0.579, 1.452)  -0.83
H (-1.031, -0.890, -0.102)  0.38
H (0.047, 0.537, 2.728)  0.39
H (-1.160, 0.555, 1.551)  0.43
H (2.362, -1.125, 0.822)  0.41
H (2.226, 0.336, 1.733)  0.39
O (-2.436, 1.311, 0.330)  -1.01
H (-1.960, 1.495, -0.516)  0.52
H (-3.316, 1.689, 0.434)  0.49
O (2.199, -1.701, -1.405)  -1.00
H (2.421, -0.901, -1.928)  0.45
H (1.304, -1.451, -1.023)  0.49
O (-1.016, 1.014, -2.170)  -0.98
H (-1.401, 0.431, -2.832)  0.48
H (-0.340, 0.434, -1.698)  0.50

Computed properties:
SMILES ... N=C(N)N.O.O.O
Total charge ... 0
HOMO energy ... -9.50 eV
Gap between HOMO and LUMO ... 10.1311 eV

Version ii
Below is a 4-piece molecular cluster, CH11N3O3 overall, with properties calculated with ωB97M-V/def2-TZVPD.

Last column: natural (NBO) charge in e.
Cartesian coordinates (Å):
N (-1.265, -0.253, -0.523)  -0.46
C (-0.667, 1.136, -0.482)  0.17
N (-0.510, 1.583, 0.864)  -0.67
N (0.623, 1.080, -1.100)  -0.55
H (-0.655, -0.944, -1.050)  0.43
H (-1.239, -0.572, 0.458)  0.42
H (-1.221, 2.267, 1.095)  0.38
H (-1.389, 1.804, -0.945)  0.17
H (0.728, 0.237, -1.675)  0.44
H (-0.471, -0.883, 2.997)  0.47
H (-0.455, 0.769, 1.517)  0.43
O (-0.575, -0.611, 2.078)  -1.01
H (0.770, -2.342, -2.202)  0.48
H (1.326, 1.281, -0.389)  0.42
O (0.563, -1.486, -1.795)  -1.10
H (1.099, -0.863, 1.060)  0.47
H (1.459, -1.204, -0.397)  0.49
O (1.877, -0.999, 0.489)  -1.00

Computed properties:
Total charge ... 0
HOMO energy ... -9.73 eV
Gap between HOMO and LUMO ... 4.4992 eV

Energies, relative to the best one, in kcal/mol: version i 0.0; version ii 187.7.

Version i
Below is a 2-piece molecular cluster, C2H2ClOP overall, with properties calculated with ωB97M-V/def2-TZVPD.

Last column: natural (NBO) charge in e.
Cartesian coordinates (Å):
C (2.033, 0.036, -0.054)  0.54
C (-0.211, 0.684, -0.279)  -0.67
O (2.673, -0.071, -1.034)  -0.43
P (-1.110, -0.642, -0.828)  0.37
Cl (-0.363, 2.373, -0.134)  0.05
H (2.086, 0.224, 1.098)  0.21
H (-2.412, -0.123, -1.390)  -0.06

Computed properties:
Total charge ... 0
HOMO energy (spin up / spin down) ... -8.62 / -8.62 eV
Gap between HOMO and LUMO (spin up / spin down) ... 8.2598 / 8.2628 eV

Version ii
Below is a 2-piece molecular cluster, C2H2ClOP overall, with properties calculated with ωB97M-V/def2-TZVPD.

Last column: natural (NBO) charge in e.
Cartesian coordinates (Å):
O (0.017, -0.060, -0.844)  -0.51
C (-0.425, 0.461, 0.146)  0.32
C (-0.365, -0.166, 1.371)  -0.67
P (-0.327, -0.538, 2.862)  0.73
H (-1.269, 1.355, 0.115)  0.15
Cl (1.963, -1.767, 0.567)  -0.30
H (1.475, -1.143, -0.394)  0.28

Computed properties:
SMILES ... O=CC#P.Cl
Total charge ... 0
HOMO energy ... -9.99 eV
Gap between HOMO and LUMO ... 8.6607 eV

Energies, relative to the best one, in kcal/mol: version i 47.7; version ii 0.0.

Version i
Below is a 4-piece molecular cluster, C3H12O4 overall, with properties calculated with ωB97M-V/def2-TZVPD.

Last column: natural (NBO) charge in e.
Cartesian coordinates (Å):
C (3.103, -0.540, 0.361)  -0.64
C (2.901, -1.982, 0.098)  -0.31
C (2.594, -2.476, -1.151)  0.11
O (2.760, -3.844, -1.438)  -0.67
H (4.193, -0.312, 0.292)  0.22
H (2.495, -0.005, -0.415)  0.22
H (2.850, -0.322, 1.388)  0.21
H (2.911, -2.700, 1.083)  0.19
H (1.948, -1.809, -1.822)  0.20
H (3.234, -4.012, -0.597)  0.48
O (-3.059, 4.253, 0.134)  -0.92
H (-3.183, 3.303, -0.007)  0.46
H (-2.135, 4.223, 0.172)  0.47
O (-1.702, 0.729, 0.022)  -0.98
H (-1.603, -0.195, -0.020)  0.47
H (-2.527, 1.033, 0.484)  0.50
O (-4.664, 1.501, 0.686)  -0.99
H (-4.881, 2.414, 0.332)  0.50
H (-5.233, 0.742, 0.396)  0.50

Computed properties:
SMILES ... C/C=C/O.O.O.O
Total charge ... 0
HOMO energy ... -8.50 eV
Gap between HOMO and LUMO ... 8.9667 eV

Version ii
Below is a 4-piece molecular cluster, C3H12O4 overall, with properties calculated with ωB97M-V/def2-TZVPD.

Last column: natural (NBO) charge in e.
Cartesian coordinates (Å):
C (0.048, 0.842, -1.754)  -0.43
C (0.100, 0.172, -0.571)  -0.17
C (1.306, 0.392, 0.392)  -0.12
O (0.949, 1.067, 1.585)  -0.70
H (-0.938, 1.102, -2.147)  0.19
H (0.800, 0.759, -2.539)  0.22
H (-0.509, -0.682, -0.274)  0.21
H (1.472, -0.623, 0.801)  0.17
H (2.092, 0.940, -0.131)  0.17
H (0.487, 1.855, 1.252)  0.46
O (2.652, 3.913, 1.586)  -0.92
H (3.112, 4.525, 2.176)  0.46
H (2.773, 4.414, 0.761)  0.46
O (-3.309, -2.047, 0.160)  -0.95
H (-2.607, -2.136, 0.799)  0.48
H (-4.158, -2.280, 0.552)  0.48
O (-1.088, -4.103, -1.124)  -0.94
H (-1.255, -4.435, -0.226)  0.46
H (-1.927, -3.675, -1.300)  0.48

Computed properties:
SMILES ... C=CCO.O.O.O
Total charge ... 0
HOMO energy ... -8.65 eV
Gap between HOMO and LUMO ... 9.1635 eV

Energies, relative to the best one, in kcal/mol: version i 0.0; version ii 17.3.

Version i
Below is an isolated ion of composition C9H11N2O and charge +1, with properties calculated with ωB97M-V/def2-TZVPD.

Last column: natural (NBO) charge in e.
Cartesian coordinates (Å):
C (3.680, 0.296, 0.264)  -0.44
N (2.233, 0.411, 0.552)  -0.57
C (1.363, 0.133, -0.807)  0.38
N (0.112, 1.207, -0.664)  -0.41
C (-0.959, 0.567, -0.482)  0.22
C (-2.124, 1.418, -0.465)  -0.22
C (-3.272, 0.932, 0.067)  -0.15
C (-3.424, -0.402, 0.446)  -0.20
C (-2.359, -1.265, 0.376)  -0.18
C (-1.160, -0.883, -0.204)  -0.21
C (-0.013, -1.635, -0.399)  0.23
O (1.150, -1.205, -0.883)  -0.44
H (3.825, -0.838, 0.228)  0.24
H (3.822, 0.815, -0.694)  0.24
H (4.267, 0.646, 1.236)  0.26
H (2.044, 1.350, 0.959)  0.45
H (1.877, -0.278, 1.312)  0.44
H (2.069, 0.481, -1.519)  0.20
H (-2.099, 2.474, -0.871)  0.25
H (-4.126, 1.518, 0.039)  0.23
H (-4.400, -0.717, 0.977)  0.25
H (-2.505, -2.299, 0.808)  0.24
H (-0.002, -2.725, -0.278)  0.22

Computed properties:
SMILES ... C[NH2+][C@@H]1N=c2ccccc2=CO1
Total charge ... +1
HOMO energy (spin up / spin down) ... -11.56 / -11.56 eV
Gap between HOMO and LUMO (spin up / spin down) ... 7.2587 / 7.2572 eV

Version ii
Below is C9H11N2O as an isolated structure, with properties calculated with ωB97M-V/def2-TZVPD.

Last column: natural (NBO) charge in e.
Cartesian coordinates (Å):
C (-0.755, -3.848, 0.400)  -0.19
C (0.372, -3.788, 1.220)  -0.15
C (-1.155, -2.745, -0.508)  -0.12
C (1.227, -2.707, 1.235)  -0.25
C (-0.307, -1.714, -0.401)  -0.20
C (0.851, -1.671, 0.456)  0.33
C (0.668, 1.963, -1.296)  -0.24
C (0.246, 2.782, -0.059)  -0.22
C (0.048, -0.323, -0.757)  0.73
N (-0.223, 0.781, -1.434)  -0.47
N (-0.060, 1.796, 0.998)  -0.87
O (1.230, -0.417, -0.097)  -0.45
H (-1.321, -4.758, 0.410)  0.24
H (0.614, -4.722, 1.704)  0.25
H (-2.062, -2.856, -1.170)  0.26
H (2.112, -2.526, 1.882)  0.26
H (0.653, 2.624, -2.161)  0.24
H (1.702, 1.548, -1.207)  0.24
H (1.093, 3.391, 0.202)  0.21
H (-0.519, 3.389, -0.276)  0.20
H (-1.047, 0.774, -1.979)  0.44
H (0.710, 1.363, 1.493)  0.38
H (-0.543, 2.332, 1.789)  0.38

Computed properties:
Total charge ... +1
HOMO energy ... -12.98 eV
Gap between HOMO and LUMO ... 8.4516 eV

Energies, relative to the best one, in kcal/mol: version i 12.4; version ii 0.0.

Version i
Below is a 2-piece molecular cluster, C8H14O2P overall, with properties calculated with ωB97M-V/def2-TZVPD.

Last column: natural (NBO) charge in e.
Cartesian coordinates (Å):
C (-2.407, -2.027, 0.207)  -0.45
C (-2.558, -0.964, -0.608)  -0.61
C (2.186, 0.125, 1.067)  -0.41
C (1.892, 1.499, 0.399)  -0.40
C (1.988, -0.825, -0.124)  -0.39
C (0.369, 1.484, 0.271)  -0.46
C (0.540, -0.756, -0.627)  -0.47
C (-0.055, 0.562, -0.812)  -0.42
O (-3.669, 1.441, -1.098)  -1.11
O (-3.061, 1.108, 1.375)  -1.10
P (-2.913, 0.687, -0.062)  2.14
H (-2.120, -2.957, -0.211)  0.19
H (-2.879, -1.931, 1.125)  0.20
H (-2.062, -0.934, -1.567)  0.24
H (3.255, 0.074, 1.459)  0.18
H (1.471, -0.025, 1.860)  0.20
H (2.109, 2.482, 1.009)  0.18
H (2.456, 1.651, -0.556)  0.19
H (2.725, -0.578, -0.950)  0.18
H (2.202, -1.844, 0.070)  0.19
H (0.059, 1.057, 1.192)  0.19
H (-0.118, 2.445, 0.101)  0.21
H (0.617, -1.213, -1.629)  0.19
H (-0.136, -1.450, -0.060)  0.20
H (0.110, 0.887, -1.829)  0.17

Computed properties:
Total charge ... -1
HOMO energy (spin up / spin down) ... -2.70 / -2.70 eV
Gap between HOMO and LUMO (spin up / spin down) ... 6.3862 / 6.3828 eV

Version ii
Below is a 2-piece molecular cluster, C8H14O2P overall, with properties calculated with ωB97M-V/def2-TZVPD.

Last column: natural (NBO) charge in e.
Cartesian coordinates (Å):
C (0.914, 0.453, -1.581)  -0.71
C (0.014, -0.627, -2.020)  -0.39
C (0.091, 1.641, -1.143)  -0.42
C (-0.601, -1.465, -0.781)  -0.42
C (0.014, 1.883, 0.369)  -0.43
C (-1.137, -0.694, 0.473)  -0.41
C (-0.165, -0.355, 1.585)  -0.41
C (0.748, 0.816, 1.155)  -0.52
O (2.725, -1.757, 1.462)  -1.14
O (3.328, 0.922, -0.275)  -1.03
P (2.041, 0.252, -0.193)  1.92
H (-0.881, -0.184, -2.606)  0.18
H (0.516, -1.328, -2.678)  0.19
H (0.398, 2.537, -1.616)  0.19
H (-0.984, 1.571, -1.581)  0.18
H (-1.263, -2.222, -1.095)  0.18
H (0.246, -2.071, -0.454)  0.21
H (0.412, 2.829, 0.628)  0.20
H (-1.025, 1.792, 0.791)  0.19
H (-1.607, 0.245, 0.209)  0.18
H (-1.913, -1.214, 0.908)  0.19
H (-0.636, -0.081, 2.493)  0.18
H (0.413, -1.201, 1.701)  0.25
H (1.071, 1.189, 2.085)  0.22
H (3.223, -2.369, 0.901)  0.42

Computed properties:
Total charge ... -1
HOMO energy ... -2.93 eV
Gap between HOMO and LUMO ... 6.2283 eV

Energies, relative to the best one, in kcal/mol: version i 0.0; version ii 51.2.